--- A ---
Molecular formula: C4H9O2P
Method: DFT, the ωB97M-V functional and the def2-TZVPD basis

Each line ends with the Mulliken charge.
Element x y z (Å)
C -0.0637 -1.3041 0.0404  -0.68
C -0.3513 1.0281 0.1429  -0.88
C 0.5178 -0.0157 -0.5458  0.67
C 2.0521 0.1182 -0.2717  -1.69
O -3.2355 0.6642 -0.4378  -0.62
O -1.4730 -1.2422 -0.0796  -0.38
P -2.1034 0.2128 0.3423  0.58
H 0.1819 -2.1243 -0.4657  0.43
H 0.0223 -1.5497 1.1515  0.25
H -0.2191 1.4651 1.1808  0.36
H -0.4731 2.1557 -0.5351  0.30
H 0.1913 0.1762 -1.6361  0.25
H 2.3028 1.0796 -0.3116  0.49
H 2.4833 -0.5294 -1.0193  0.40
H 2.4492 -0.2160 0.6084  0.43
H -2.2817 0.0815 1.8364  0.09

Its molecular weight is 120.09 g/mol.



--- B ---
Molecular formula: C4H9O2P
Method: DFT, the ωB97M-V functional and the def2-TZVPD basis

Each line ends with the Mulliken charge.
Element x y z (Å)
C -0.3888 0.1642 0.9996  -0.52
C -1.4872 0.9673 0.2719  -0.38
C -0.6428 -0.5994 -1.2703  -0.55
C 0.2933 -0.5813 -0.1624  0.35
O -1.7188 0.2437 -0.9305  -0.38
O 0.6624 -1.7947 0.3832  -0.42
P 2.6887 0.6570 -0.4518  0.00
H 0.2997 0.8367 1.7303  0.25
H -0.9749 -0.4806 1.6778  0.29
H -2.4486 0.9774 1.0123  0.24
H -1.1457 1.9289 -0.0652  0.31
H -0.2271 -0.2940 -2.3757  0.19
H -0.9790 -1.5984 -1.4739  0.27
H 0.8633 -2.4589 -0.2286  0.28
H 2.6085 0.0110 0.8310  0.04
H 2.5970 2.0210 0.0522  0.03

Its molecular weight is 120.09 g/mol.



--- C ---
Molecular formula: C4H9O2P
Method: DFT, the ωB97M-V functional and the def2-TZVPD basis

Each line ends with the Mulliken charge.
Element x y z (Å)
C -0.7113 -0.9161 3.1316  -0.09
C -0.0354 0.9568 -0.6984  -1.34
C 1.7307 -0.5920 0.9493  -1.14
C -1.0708 -1.5944 0.0847  -1.11
O -1.1683 -0.4504 4.0877  -0.28
O -0.6712 0.5632 1.7991  -0.62
P -0.0657 -0.1806 0.6357  1.36
H 0.5667 0.9167 -1.5816  0.41
H 0.1474 1.9753 -0.3555  0.37
H -0.9936 1.1654 -1.1922  0.34
H 1.8807 -1.4578 1.5481  0.37
H 2.0342 0.2634 1.6178  0.32
H 2.2494 -0.6519 -0.0458  0.36
H -0.7152 -2.0957 -0.7526  0.43
H -2.0553 -1.1135 -0.3353  0.31
H -1.2963 -2.3029 0.9780  0.30

Its molecular weight is 120.09 g/mol.



Which of them is least stable? Easy: B.



--- A ---
Molecular formula: C24H30N2O4
Method: DFT, the ωB97M-V functional and the def2-TZVPD basis

Each line ends with the Mulliken charge.
Element x y z (Å)
C 2.4969 3.9835 -0.5982  -0.82
H 2.4701 4.6145 0.2968  0.33
O 3.4570 2.9595 -0.4791  -0.44
C 3.1901 1.9470 0.3904  0.95
C 2.1512 1.9399 1.3037  -0.48
C 1.9087 0.8207 2.0871  -0.80
C 2.7207 -0.2921 1.9994  0.08
C 3.8048 -0.2709 1.1242  -0.12
C 4.0407 0.8193 0.3075  0.61
O 5.0295 0.8865 -0.6270  -0.47
C 5.7813 -0.2784 -0.8755  -0.84
H 5.1371 -1.1288 -1.1222  0.31
H 6.4148 -0.5373 -0.0203  0.32
H 6.4139 -0.0409 -1.7292  0.27
H 4.4409 -1.1383 1.0627  0.38
C 2.3916 -1.5550 2.7484  -1.15
H 3.2073 -1.8377 3.4169  0.39
H 1.4991 -1.3904 3.3555  0.37
C 2.1426 -2.7086 1.7631  -0.97
N 1.3814 -2.2739 0.6113  0.03
C 1.9113 -2.2716 -0.6295  0.20
O 2.9990 -2.7438 -0.8917  -0.70
C 1.0347 -1.6553 -1.7205  0.16
H 1.3602 -2.1012 -2.6620  0.58
C 1.2078 -0.1290 -1.7336  -0.15
C 0.0002 0.4036 -0.9850  0.35
O -0.1779 1.5383 -0.6023  -0.70
N -0.8640 -0.6251 -0.8059  0.49
C -2.1772 -0.4560 -0.2403  -1.11
H -2.4111 -1.3215 0.3891  0.25
H -2.1385 0.4406 0.3838  0.49
C -3.2683 -0.2813 -1.3090  -0.81
C -4.5946 -0.0323 -0.6512  0.42
C -5.4856 -1.0706 -0.4233  -0.48
C -6.6928 -0.8398 0.2131  -0.75
C -7.0381 0.4335 0.6419  0.94
C -6.1410 1.4723 0.4165  -0.66
C -4.9365 1.2435 -0.2189  -0.48
H -4.2518 2.0624 -0.3871  0.44
H -6.3938 2.4708 0.7436  0.38
C -8.3439 0.6986 1.3274  -1.39
H -8.1763 1.1579 2.3007  0.33
H -8.9484 1.3858 0.7362  0.32
H -8.9048 -0.2218 1.4684  0.34
H -7.3749 -1.6623 0.3764  0.29
H -5.2383 -2.0706 -0.7521  0.36
H -2.9962 0.5657 -1.9420  0.32
H -3.3201 -1.1794 -1.9278  0.42
C -0.4720 -1.8344 -1.4961  -1.00
H -0.7113 -2.7182 -0.8977  0.44
H -0.9961 -1.9196 -2.4574  0.45
H 2.1324 0.2061 -1.2654  -0.38
H 1.1857 0.2698 -2.7497  0.47
H 0.5649 -1.7123 0.7972  0.09
H 3.0844 -3.0985 1.3728  0.50
H 1.6082 -3.5228 2.2648  0.41
H 1.0661 0.8272 2.7633  0.36
H 1.4909 2.7860 1.3866  0.32
H 1.5005 3.5710 -0.7843  0.28
H 2.8127 4.5847 -1.4495  0.27

Its molecular weight is 410.51 g/mol.



--- B ---
Molecular formula: C24H30N2O4
Method: DFT, the ωB97M-V functional and the def2-TZVPD basis

Each line ends with the Mulliken charge.
Element x y z (Å)
C -0.4273 3.3300 -3.0487  -1.05
C 0.9665 3.3632 -2.4353  -0.36
H 1.0945 4.2428 -1.7996  0.36
H 1.7258 3.3612 -3.2247  0.33
O 1.1810 2.2459 -1.5812  -0.32
C 1.6062 1.1061 -2.1665  0.64
O 1.8463 1.0363 -3.3542  -0.71
C 1.7229 0.0130 -1.2185  0.34
C 2.0712 -1.2902 -1.5404  -0.14
N 2.0261 -2.0648 -0.4256  0.26
C 1.6398 -1.2943 0.6459  0.04
C 1.4572 -1.6260 1.9815  -1.48
C 1.0286 -0.6382 2.8401  -0.50
C 0.7839 0.6699 2.3899  -0.21
C 1.0146 1.0162 1.0704  0.60
C 1.4363 0.0266 0.1865  0.98
H 0.8731 2.0207 0.7112  0.77
O 0.3520 1.5518 3.3499  -0.53
C -0.5663 2.5682 2.9890  -0.54
C -1.9482 2.2359 3.5829  -0.17
O -1.8587 2.0730 4.9754  -0.60
H -1.0766 1.5298 5.1431  0.39
C -2.5377 0.9790 2.9205  -0.67
N -2.6683 1.1649 1.4874  0.01
H -3.3194 1.9252 1.3121  0.27
C -3.1081 -0.0269 0.7775  -1.29
C -1.9733 -1.0670 0.7160  0.64
C -1.6754 -1.5601 -0.6701  0.24
C -1.6873 -2.9155 -0.9675  -0.45
C -1.3789 -3.3636 -2.2410  -0.68
C -1.0542 -2.4580 -3.2354  -0.66
C -1.0342 -1.1029 -2.9482  -0.60
C -1.3391 -0.6598 -1.6753  -0.17
H -1.3061 0.3949 -1.4467  0.62
H -0.7632 -0.3950 -3.7168  0.32
H -0.8170 -2.8050 -4.2306  0.47
H -1.3953 -4.4230 -2.4571  0.40
H -1.9395 -3.6293 -0.1951  0.39
H -2.1968 -1.9135 1.3669  0.52
H -1.0721 -0.5809 1.0897  -0.82
H -3.3783 0.2798 -0.2353  0.56
H -4.0030 -0.4764 1.2405  0.29
H -3.4974 0.7453 3.4133  0.50
H -1.8615 0.1388 3.0991  0.18
H -2.6188 3.0869 3.4161  0.45
H -0.6655 2.6704 1.9085  0.25
H -0.2000 3.5041 3.4233  0.31
H 0.8657 -0.8550 3.8845  0.46
H 1.6271 -2.6259 2.3506  0.25
C 2.2557 -3.4810 -0.4060  -1.04
H 2.3425 -3.8196 0.6234  0.38
H 3.1783 -3.7242 -0.9350  0.32
H 1.4263 -4.0105 -0.8838  0.30
C 2.4474 -1.8587 -2.8559  -1.97
H 1.7860 -2.6849 -3.1152  0.36
H 2.3691 -1.0834 -3.6113  0.35
H 3.4719 -2.2321 -2.8360  0.47
H -0.5269 2.4569 -3.6888  0.23
H -0.5880 4.2240 -3.6448  0.42
H -1.1818 3.2822 -2.2665  0.24

Its molecular weight is 410.51 g/mol.



Which of them is least stable? Easy: B.



--- A ---
Molecular formula: CH3OP
Method: DFT, the ωB97M-V functional and the def2-TZVPD basis

Each line ends with the Mulliken charge.
Element x y z (Å)
C 0.5521 0.5053 0.9671  0.02
O 0.0475 0.9143 1.9594  -0.30
P -0.8998 -0.1411 -1.3238  0.00
H 1.6769 0.5025 0.6866  0.25
H -1.6826 -1.0753 -0.8519  0.02
H 0.3059 -0.7057 -1.4374  0.01

Its molecular weight is 62.01 g/mol.



--- B ---
Molecular formula: CH3OP
Method: DFT, the ωB97M-V functional and the def2-TZVPD basis

Each line ends with the Mulliken charge.
Element x y z (Å)
C 0.0108 -0.0670 0.7644  0.12
O 0.4047 -1.0770 1.3309  -0.43
P -0.4978 -0.1428 -0.9327  0.02
H -0.2505 0.9522 1.4250  0.24
H 0.6001 -0.7432 -1.3243  0.04
H -0.2673 1.0778 -1.2633  0.01

Its molecular weight is 62.01 g/mol.



Which of them is least stable? Easy: A.